Molecular formula: C34H55Br2IrN5O2P2S3
Method: DFT, the ωB97M-V functional and the def2-TZVPD basis

The energy relative to the best compared isomer or geometry (same formula, charge and spin) is 3.801 eV. For the electronic energy, the calculation gives -8882.5733 hartree. Its HOMO energy (spin up / spin down) is -0.1431 / -0.1429 Ha. Its frontier orbital gap (spin up / spin down) is 0.2222 / 0.2216 hartree.

The geometry in ORCA input format:
```
! RIJCOSX wB97M-V def2-TZVPD def2/J DEFGRID3
* xyz -1 1
Ir 0.30 0.86 -0.70
Br -1.99 -1.23 3.68
C -2.04 0.59 3.12
C -2.53 1.55 3.98
C -2.55 2.87 3.58
Br -3.24 4.17 4.81
C -2.08 3.27 2.31
C -2.03 4.60 1.86
C -1.56 4.85 0.59
C -1.13 3.80 -0.21
N -1.14 2.53 0.20
C -1.61 2.25 1.43
C -1.58 0.86 1.82
O -1.14 -0.04 1.04
H -2.87 1.27 4.96
H -2.36 5.40 2.50
H -1.52 5.87 0.21
H -0.78 3.97 -1.22
S 0.80 0.85 -5.39
C 0.92 0.93 -3.73
S 1.70 -0.28 -2.84
S 0.26 2.25 -2.85
O -1.02 -0.61 -1.85
P -2.03 -1.63 -2.18
N -2.43 -2.71 -0.96
C -3.32 -2.31 0.12
C -3.30 -3.55 0.99
C -1.82 -3.96 0.96
C -1.24 -3.21 -0.25
N -3.35 -0.79 -2.76
C -3.49 0.61 -2.36
C -4.99 0.79 -2.17
C -5.55 -0.12 -3.26
C -4.62 -1.33 -3.20
N -1.46 -2.67 -3.33
C -1.72 -4.07 -3.51
C -2.21 -4.18 -4.96
C -1.45 -3.06 -5.68
C -1.01 -2.08 -4.57
H -4.30 -2.05 -0.28
H -2.91 -1.45 0.66
H -3.92 -4.33 0.54
H -3.65 -3.36 2.00
H -1.70 -5.04 0.87
H -1.32 -3.64 1.87
H -0.66 -3.84 -0.92
H -0.62 -2.37 0.07
H -3.11 1.26 -3.17
H -2.90 0.83 -1.47
H -5.30 1.83 -2.28
H -5.29 0.44 -1.18
H -5.45 0.37 -4.23
H -6.59 -0.39 -3.10
H -4.50 -1.81 -4.18
H -5.00 -2.09 -2.50
H -2.44 -4.42 -2.77
H -0.79 -4.64 -3.38
H -3.28 -4.02 -5.00
H -1.99 -5.17 -5.38
H -2.08 -2.56 -6.41
H -0.58 -3.46 -6.20
H -1.45 -1.09 -4.69
H 0.08 -1.96 -4.56
C 1.61 2.24 3.37
C 2.78 2.50 2.42
C 2.32 3.56 1.43
C 3.99 2.98 3.21
P 3.02 0.84 1.43
N 1.89 0.77 0.39
C 2.93 -0.68 2.61
C 3.40 -1.88 1.79
C 1.46 -0.92 2.94
C 3.78 -0.58 3.88
C 4.68 0.86 0.45
C 4.68 2.20 -0.28
C 5.96 0.71 1.27
C 4.61 -0.22 -0.63
H 1.22 3.18 3.76
H 1.90 1.63 4.22
H 0.81 1.75 2.83
H 1.79 4.36 1.95
H 1.62 3.11 0.71
H 3.14 4.00 0.87
H 3.72 3.84 3.82
H 4.80 3.28 2.55
H 4.36 2.20 3.88
H 2.92 -1.85 0.81
H 3.10 -2.81 2.28
H 4.48 -1.90 1.67
H 0.86 -0.77 2.04
H 1.09 -0.27 3.73
H 1.31 -1.95 3.27
H 4.82 -0.38 3.64
H 3.72 -1.52 4.43
H 3.42 0.21 4.54
H 4.93 3.02 0.38
H 3.70 2.36 -0.72
H 5.42 2.18 -1.09
H 6.01 1.44 2.07
H 6.82 0.86 0.62
H 6.04 -0.29 1.71
H 3.61 -0.24 -1.05
H 4.86 -1.21 -0.26
H 5.31 0.02 -1.43
*
```